C33H45EuN5S as an isolated structure in a non-equilibrium geometry, computed with ωB97M-V/def2-TZVPD.

XYZ file:
```
85
Properties=species:S:1:pos:R:3:forces:R:3
Eu -0.991 -0.022 0.097 0.970 -0.582 0.008
S 1.154 0.889 1.778 -0.182 0.415 -0.600
N -3.206 1.039 -1.324 -0.515 -0.049 -0.638
N -1.736 1.884 3.772 -0.355 -0.282 -0.456
N 1.009 0.166 4.427 -0.487 0.664 0.979
N -1.851 1.538 -3.009 -1.827 -0.096 0.301
N 3.012 -0.163 3.382 2.886 -0.456 0.766
C 2.249 -2.289 0.609 0.570 0.399 0.350
C -0.495 -2.930 1.958 0.011 -0.030 0.657
C -0.256 -0.507 4.671 0.755 0.091 -0.014
C 3.472 -1.082 4.459 -0.382 0.993 -1.061
C 1.693 2.417 -3.531 -0.290 -0.085 -0.236
C -3.924 0.910 -2.518 0.908 0.399 -0.002
C -1.299 -2.633 -0.508 1.380 0.450 -0.071
C 0.725 -2.061 -1.466 -0.674 -0.279 0.673
C 3.317 2.019 -5.403 0.174 -0.023 -0.076
C -2.262 0.216 2.120 -1.267 -1.425 -0.209
C -0.643 -2.324 -1.742 0.067 0.471 1.080
C -1.827 3.881 1.798 -0.225 -0.126 0.370
C -0.601 1.666 -3.646 0.932 -0.020 -0.326
C -1.268 -2.404 -3.083 -0.338 0.118 -0.573
C 0.943 1.183 -5.443 -0.041 0.391 0.237
C -0.333 1.042 -4.888 0.343 0.156 0.709
C -3.108 1.224 -3.567 0.471 0.274 0.345
C -1.300 0.179 -5.638 -0.247 -0.448 -0.585
C 1.718 0.226 3.263 -1.880 -0.669 -0.986
C 0.943 -2.288 -0.084 -1.200 -0.017 -0.133
C 1.789 -1.721 -2.442 0.391 0.155 -0.325
C -0.840 0.074 5.939 -0.392 -0.141 0.014
C 0.429 2.337 -2.942 0.143 -0.201 -0.801
C -0.304 -2.634 0.521 0.119 0.517 -1.229
C -2.752 -2.852 -0.328 -0.538 -0.275 0.053
C -1.988 1.472 -1.631 -0.032 -1.990 -0.242
C -1.213 3.073 3.988 -0.410 0.851 -0.650
C -1.236 4.118 3.043 0.073 -0.347 0.208
C -2.205 1.561 2.520 0.875 2.479 0.075
C 3.203 -2.541 4.160 -0.005 -0.399 0.102
C -2.334 2.617 1.533 0.273 -1.054 0.435
C 1.962 1.865 -4.783 -0.195 -0.171 0.040
C 0.239 3.019 -1.628 -0.231 0.515 1.231
H -1.614 -0.597 6.311 -0.123 0.013 0.224
H 3.478 3.031 -5.798 -0.063 -0.124 0.073
H 3.055 -2.032 -0.094 -0.139 -0.113 0.270
H -0.112 -1.600 4.762 -0.048 0.040 0.061
H -1.298 1.033 5.687 0.125 -0.171 0.232
H -2.907 -3.725 0.318 -0.278 0.098 -0.059
H -3.289 1.284 -4.630 -0.047 -0.004 0.298
H -2.102 -1.690 -3.182 0.201 -0.171 -0.197
H -0.745 -0.597 -6.183 -0.075 0.251 0.116
H -1.844 0.751 -6.404 -0.006 -0.058 0.177
H -0.079 0.208 6.714 -0.014 -0.124 0.012
H 3.576 -0.127 2.537 -0.298 -0.054 0.386
H -1.683 -3.412 -3.263 0.106 0.250 -0.012
H 2.355 -2.611 -2.763 -0.098 0.226 0.011
H 1.140 2.897 -1.010 -0.107 0.095 -0.114
H 4.541 -0.883 4.591 -0.058 -0.187 0.027
H -3.215 -3.046 -1.305 -0.083 0.068 0.303
H 4.096 1.836 -4.655 0.018 0.031 -0.136
H -2.781 2.318 0.578 0.102 0.443 0.295
H -2.712 -0.507 2.819 0.278 0.330 0.027
H 1.370 -1.241 -3.334 0.200 -0.039 0.098
H -2.031 -0.341 -5.013 0.234 0.162 -0.088
H 0.047 -3.845 2.245 -0.147 0.085 0.072
H 3.549 -3.139 5.007 -0.012 -0.188 -0.002
H 1.137 0.730 -6.416 0.002 0.048 0.235
H 2.243 -1.529 1.404 0.149 -0.320 -0.146
H 2.501 -1.019 -1.984 -0.108 -0.119 -0.276
H 2.131 -2.742 4.014 0.292 0.175 -0.037
H 2.965 -0.779 5.382 0.297 -0.240 -0.169
H 3.449 1.313 -6.227 0.061 0.085 0.054
H 0.075 4.100 -1.758 0.116 -0.120 -0.079
H 2.499 2.930 -2.998 -0.273 -0.136 -0.091
H -0.763 3.273 4.972 -0.223 -0.260 -0.285
H 1.543 0.413 5.262 -0.497 0.033 -0.231
H -0.524 -2.209 -3.871 -0.390 0.034 0.181
H 2.485 -3.263 1.069 -0.075 0.135 -0.149
H -0.640 2.631 -1.045 1.292 0.675 -0.704
H -1.902 4.673 1.049 0.077 -0.220 0.181
H -0.931 -0.332 3.825 0.326 -0.056 0.311
H -3.266 -1.989 0.140 -0.033 -0.309 -0.171
H -4.959 0.630 -2.553 -0.210 -0.076 0.032
H -1.560 -3.059 2.191 0.202 -0.033 0.081
H 3.749 -2.866 3.266 -0.169 0.057 0.118
H -0.802 5.075 3.320 -0.030 -0.084 -0.210
H -0.110 -2.112 2.590 -0.105 -0.299 -0.136
```
Forces are in eV/Å.

Output
2S+1 = 8
LUMO level (alpha / beta) = 4.36 / 4.26 eV
HOMO level (alpha / beta) = 0.103 / -0.092 Ha
total charge = -2
relative energy (zero: lowest compared OMol25 entry of this formula, charge and spin) = 0.0 kJ/mol

---

C43H42F2NSbV as an isolated structure in a non-equilibrium geometry, computed with ωB97M-V/def2-TZVPD.

XYZ file:
```
90
Properties=species:S:1:pos:R:3:forces:R:3
Sb -2.062 -0.777 -0.032 -1.750 -0.302 -0.271
V 0.303 0.356 -0.318 -1.695 0.025 0.236
F 0.142 -0.843 2.169 0.589 0.292 -0.125
F 1.826 7.157 0.342 0.029 -0.047 -0.017
N 1.961 -0.331 0.128 0.635 -0.601 -0.126
C -3.346 0.647 0.947 0.301 -0.242 -0.098
C 4.966 -2.792 1.227 -0.203 0.078 0.015
C 3.842 -1.667 -0.722 -0.299 0.112 0.051
C -2.132 -3.652 1.049 0.218 0.015 0.002
C 1.017 3.830 1.512 -0.236 -0.225 -0.304
C -2.699 -4.817 1.536 0.024 -0.205 -0.031
C 3.711 -2.728 0.353 0.043 -0.184 0.083
C 0.231 3.346 0.457 0.163 0.893 -0.115
C 3.087 -0.063 4.159 0.010 -0.002 -0.049
C 3.433 -4.097 -0.284 -0.117 0.214 0.113
C -4.037 -4.839 1.890 -0.032 -0.071 0.056
C 1.441 -0.467 2.487 0.073 -0.116 -0.273
C 4.033 0.054 -2.898 0.024 -0.059 -0.045
C 1.048 0.929 -3.308 -0.076 -0.001 0.122
C 3.992 0.253 3.157 -0.003 0.011 0.200
C -3.533 0.583 2.319 0.182 -0.085 0.024
C 2.667 2.687 -2.497 -0.252 0.038 0.300
C -4.902 2.476 0.833 -0.005 0.070 0.003
C 4.853 -1.803 -1.661 0.025 0.023 0.072
C 3.632 0.177 1.829 -0.468 0.035 -0.179
C -4.007 1.621 0.215 0.006 0.049 -0.182
C 0.613 5.434 -0.727 0.198 0.333 0.221
C -3.811 -0.970 -4.101 -0.073 0.003 -0.175
C -5.172 -0.870 -3.874 -0.026 -0.010 -0.069
C -2.929 -0.998 -3.032 0.288 -0.017 -0.002
C -3.400 -0.927 -1.730 0.399 0.027 0.286
C -4.769 -0.861 -1.515 -0.061 -0.057 0.126
C -5.115 2.382 2.199 -0.028 0.009 0.095
C -4.785 -3.676 1.838 -0.064 -0.015 0.025
C -2.884 -2.490 0.974 0.510 0.408 -0.193
C -5.653 -0.829 -2.576 -0.140 -0.002 0.022
C -4.410 1.452 2.946 -0.033 -0.004 0.141
C 3.025 0.248 -1.966 -0.111 -0.068 0.507
C 2.011 1.342 -2.188 -0.083 -0.115 -0.314
C 1.555 5.099 1.473 0.117 0.388 -0.116
C -4.199 -2.498 1.413 -0.141 0.186 0.014
C 1.791 -0.417 3.814 -0.034 -0.034 -0.066
C 0.067 4.169 -0.667 -0.001 -0.261 0.261
C 2.338 -0.217 1.432 0.568 0.080 1.603
C 1.334 5.893 0.361 0.005 -0.140 -0.008
C 4.975 -0.941 -2.733 -0.080 0.031 -0.052
C -0.465 2.074 0.540 0.037 -0.761 0.070
C 2.939 -0.584 -0.831 1.011 -0.305 -0.869
H 3.256 -4.842 0.493 0.011 -0.046 -0.001
H 0.255 1.668 -3.429 -0.085 -0.027 -0.045
H 1.591 0.845 -4.247 0.058 -0.004 -0.087
H 2.552 -4.042 -0.921 -0.061 -0.073 -0.059
H 2.112 5.493 2.311 0.095 0.054 0.006
H -1.377 2.116 -0.078 -0.110 0.036 0.110
H 4.847 -3.533 2.013 0.006 -0.121 0.092
H 3.365 2.952 -1.704 0.073 0.058 -0.024
H 3.201 2.651 -3.446 0.023 -0.050 -0.003
H -0.543 3.817 -1.494 -0.016 -0.018 0.012
H -5.829 -3.682 2.120 -0.038 -0.010 0.087
H -6.715 -0.761 -2.384 -0.067 -0.003 -0.033
H -2.987 -0.157 2.896 -0.084 0.012 0.092
H 1.424 1.480 -1.248 0.740 0.773 -0.596
H 0.601 -0.047 -3.092 -0.055 0.073 -0.113
H 5.781 -1.057 -3.441 0.041 -0.039 -0.091
H 4.997 0.553 3.416 0.088 0.015 0.023
H -4.770 -1.580 1.439 -0.066 -0.039 -0.081
H 1.916 3.473 -2.555 -0.007 0.017 -0.039
H 4.353 0.417 1.060 0.020 -0.006 -0.065
H -2.101 -5.713 1.625 0.031 -0.074 -0.059
H 1.062 -0.677 4.567 -0.115 0.003 0.027
H 0.455 6.077 -1.580 0.024 0.081 -0.065
H -5.828 3.034 2.681 -0.029 0.091 0.050
H -3.833 1.711 -0.852 -0.091 -0.027 -0.011
H -5.862 -0.820 -4.704 -0.043 -0.029 -0.108
H -0.733 1.837 1.575 -0.199 -0.032 -0.075
H 4.271 -4.431 -0.894 0.061 -0.023 -0.029
H 3.388 -0.050 5.192 -0.001 0.070 0.166
H -4.549 1.397 4.016 -0.035 -0.009 0.051
H -5.149 -0.814 -0.505 -0.113 0.036 -0.009
H 1.168 3.207 2.385 -0.011 -0.010 0.044
H -3.439 -1.015 -5.116 0.062 -0.008 -0.031
H -4.499 -5.760 2.211 -0.004 -0.099 0.086
H 5.565 -2.606 -1.556 0.084 -0.161 0.036
H -1.863 -1.075 -3.227 -0.022 0.072 0.043
H 5.838 -3.055 0.636 0.130 -0.089 -0.082
H -5.436 3.212 0.252 -0.032 0.085 -0.066
H 4.085 0.686 -3.770 0.021 0.171 -0.100
H 5.149 -1.830 1.694 0.101 0.032 0.077
H -1.095 -3.643 0.734 0.021 -0.071 0.017
H 2.856 -2.492 0.994 0.150 -0.006 -0.116
```
Forces are in eV/Å.

Output
2S+1 = 2
LUMO level (alpha / beta) = 0.17 / 0.19 eV
HOMO level (alpha / beta) = -0.259 / -0.237 Ha
total charge = 0